Here is a molecular structure, C44H100Br3F6N7O10 in a non-equilibrium geometry from OMol25. Energies are from ωB97M-V with the def2-TZVPD basis set.

XYZ file:
```
170
Properties=species:S:1:pos:R:3:mulliken_charge:R:1
H -8.48 -6.97 -1.04 0.295
F -0.22 -1.79 8.43 -0.301
H -5.79 5.42 -8.33 0.355
H -2.37 1.48 5.78 0.298
C 1.15 -1.47 1.35 -0.319
C 0.26 -1.29 7.32 0.877
N 0.54 -0.49 0.58 0.263
N -5.07 4.84 -7.92 -0.805
H -1.51 -1.08 0.27 0.354
F 1.03 -2.33 6.83 -0.296
H 10.65 -1.93 -1.13 0.304
O -0.77 0.21 5.63 -0.179
H -2.36 0.65 -0.62 0.404
H -8.45 9.22 0.54 0.265
C -0.91 -9.77 0.31 -0.228
C 6.50 6.36 1.87 -0.637
H -10.51 -5.85 -2.40 0.357
H 7.31 4.78 -0.70 0.153
H -6.84 -5.57 -3.02 0.381
C -6.11 9.08 -0.51 -0.721
N 5.77 0.26 7.31 -0.673
C -9.87 -8.01 -4.00 -0.762
O -9.17 -7.25 -2.99 -0.348
C 5.53 6.06 -0.38 -0.770
H -9.40 4.97 -8.40 0.316
H -4.40 7.77 0.76 0.316
H 5.09 4.79 -2.62 0.281
H 7.90 6.70 -1.79 0.321
H 4.59 5.31 6.89 0.305
H -0.29 -9.83 -0.58 0.269
C 8.22 -9.33 1.18 -0.291
H -9.20 -4.44 -1.29 0.278
H 7.26 5.63 1.62 0.263
C -1.29 1.48 5.97 -0.174
C -7.27 -4.75 -2.44 -1.500
O -1.10 -8.48 0.98 -0.254
H -1.01 1.85 6.96 0.296
O 6.16 3.96 7.44 -0.316
C 11.88 -3.53 -1.80 -0.469
C -0.52 -10.87 1.37 -1.148
H -1.00 3.50 5.12 0.410
H -1.07 0.14 1.51 0.300
C -4.84 7.17 -0.04 -0.754
F -1.11 -5.73 -1.50 -0.266
H -5.76 3.10 -5.91 0.332
H 3.68 -0.11 -0.22 0.430
C 8.51 -4.45 -4.72 -1.298
C -6.91 -0.73 3.39 0.629
H 4.72 2.67 8.37 0.414
C 3.58 -2.24 1.50 -0.805
C 10.61 -3.19 -4.08 -0.562
H -7.30 11.48 -0.22 0.346
H 5.54 0.04 8.27 0.285
H -9.06 5.70 -9.90 0.259
H -7.65 3.96 -7.22 0.397
H 6.04 6.07 7.49 0.240
H -0.97 1.84 -0.34 0.340
O -1.74 -1.81 5.67 -0.819
H 8.56 -4.32 -5.81 0.311
C -7.61 11.05 -1.17 -1.484
H -4.93 6.19 0.41 0.281
C -7.52 0.16 4.47 -1.191
H 10.90 -2.83 -5.08 0.352
N 5.70 4.23 -2.04 -0.687
C 11.93 -3.03 -3.32 -0.786
H 9.81 -3.56 -1.22 0.223
H -6.80 11.47 -1.75 0.370
C 7.28 6.01 -2.36 -1.436
H -6.88 -0.58 1.14 0.332
N -8.18 -6.09 -0.64 -0.727
H -7.63 9.07 -2.03 0.260
H 10.56 -5.27 -4.58 0.311
C -8.82 4.82 -9.31 -0.753
O -7.10 -2.15 3.73 -0.915
H 6.67 6.57 -3.07 0.374
H -7.18 -6.25 -0.70 0.302
H -9.48 -5.30 -3.74 0.387
H 0.38 2.34 4.89 0.283
C -5.21 2.67 -6.75 -1.471
H 3.47 -3.22 1.05 0.336
H 12.66 -3.61 -3.87 0.356
C -9.51 -5.89 -2.82 -0.648
H -4.19 7.06 -0.91 0.263
C 10.72 -3.01 -0.97 -1.103
H 5.65 5.82 2.30 0.308
C -0.88 -0.22 0.50 -0.157
H -4.34 4.83 -8.62 0.258
O 6.15 6.95 0.59 -0.376
H 6.25 3.73 -2.72 0.288
N -8.57 8.91 -0.41 -0.775
Br 9.32 -7.92 1.90 -0.018
H -7.49 2.65 -8.48 0.365
C 2.67 -0.37 0.08 -0.382
H -9.23 3.97 -9.85 0.289
H -8.52 -0.21 4.68 0.296
H -1.18 2.43 3.96 0.238
H -5.21 2.91 -8.78 0.268
H 6.97 7.13 2.47 0.237
H 4.45 -1.74 1.07 0.256
H -5.45 1.61 -6.84 0.347
H 7.63 0.92 5.50 0.353
H -8.57 11.43 -1.52 0.359
H 9.95 -2.45 -3.62 0.258
H -5.86 9.50 0.47 0.393
C 5.30 2.78 7.45 -0.647
C -7.16 3.63 -8.14 -0.625
C -0.70 2.47 4.94 -1.225
Br 6.80 -8.43 0.06 -0.006
H 7.00 1.79 7.92 0.280
O -2.38 -6.57 1.05 -0.854
H -8.41 -0.46 1.93 0.314
C 5.40 5.20 7.61 -0.725
F -0.60 -7.79 -1.97 -0.286
H 12.28 -2.00 -3.35 0.335
H 7.38 2.64 5.57 0.326
H 7.98 -5.37 -4.48 0.375
H -2.49 -7.91 -0.34 0.189
C 6.29 1.62 7.11 0.315
H -4.25 2.95 -6.31 0.393
H 0.39 -10.50 1.85 0.301
C -0.72 -6.87 -1.00 0.797
C 9.91 -4.54 -4.09 -0.242
H -9.32 -8.90 -4.29 0.250
H 12.87 -3.32 -1.40 0.387
H 10.85 -3.28 0.08 0.389
C 6.90 1.68 5.76 -1.333
H 4.73 5.52 0.13 0.447
H 4.49 2.75 6.73 0.319
H 4.90 0.22 6.79 0.259
H -7.00 0.03 5.42 0.289
H 3.57 -2.20 2.59 0.358
H 7.96 5.41 -2.96 0.407
C 1.47 0.16 -0.23 -0.422
H 6.12 1.54 5.01 0.300
F 1.09 -0.31 7.76 -0.300
C 6.49 5.17 -1.30 0.491
C -7.36 -0.17 2.02 -1.397
H 4.92 6.73 -0.99 0.339
H 9.78 -4.94 -3.09 0.235
H 11.76 -4.59 -1.57 0.285
Br 9.32 -10.77 0.49 -0.014
C -1.29 0.82 -0.53 -1.394
H -9.91 -7.42 -4.92 0.301
H -1.89 -10.04 -0.08 0.277
N 2.50 -1.34 1.03 0.174
H -6.53 -4.40 -1.73 0.419
C -8.60 -5.21 -1.76 0.367
O -7.43 4.63 -9.08 -0.357
H 7.87 -3.68 -4.30 0.339
H -0.26 -11.81 0.87 0.364
H -1.80 -0.52 7.22 0.201
H -10.89 -8.23 -3.69 0.282
H 7.67 -9.71 2.05 0.328
H 1.29 0.81 -1.08 0.359
H 0.61 -2.21 1.92 0.508
H -5.35 9.51 -1.16 0.338
H -7.46 -4.01 -3.22 0.363
C -7.47 9.56 -1.07 0.539
C -1.07 -0.87 6.49 -0.308
H -1.26 -11.09 2.14 0.279
H -7.42 0.92 1.93 0.322
C -5.62 3.48 -7.94 0.432
O -6.06 7.67 -0.48 -0.326
H -5.84 -0.61 3.23 0.006
H -7.54 1.20 4.13 0.323
H 4.91 5.16 8.58 0.300
H -0.89 0.48 -1.48 0.383
F 0.55 -6.63 -0.56 -0.316
H -8.29 7.95 -0.29 0.330
C -1.66 -7.44 0.20 -0.125
```

Properties
Energy, Eh: -11192.85795
Orbital gap, Ha: 0.054
Charge: -2